(1)
C4H7NO in the gas phase at a distorted geometry, computed with wB97M-V/def2-TZVPD.

```
! wB97M-V def2-TZVPD RIJCOSX def2/J DEFGRID3
* xyz 0 1
C -1.955 -0.076 0.945
O -1.146 0.079 -0.195
C 0.184 -0.309 0.030
C 1.027 0.338 -1.068
C 2.456 0.231 -0.776
N 3.579 0.155 -0.513
H -2.003 -1.123 1.276
H -1.579 0.538 1.778
H -2.961 0.257 0.676
H 0.533 0.033 1.017
H 0.289 -1.406 0.003
H 0.759 1.398 -1.134
H 0.817 -0.116 -2.040
*
```

Results
**HOMO**: -10.48 eV
**SMILES**: COCCC#N
**Energy relative to the best compared isomer or geometry (same formula, charge and spin)**: 34.2 kcal/mol
**E_LUMO**: 0.823 eV
**Frontier orbital gap**: 11.303 eV

(2)
C5H4ClF in the gas phase at a distorted geometry, computed with wB97M-V/def2-TZVPD.

```
! wB97M-V def2-TZVPD RIJCOSX def2/J DEFGRID3
* xyz 0 1
C -0.670 -0.281 0.575
C -0.071 1.080 0.500
C 1.125 1.439 -0.104
C 2.248 0.360 -0.112
C 2.945 -0.722 -0.235
H -0.884 -0.491 1.693
H -0.730 1.941 0.424
H 1.572 2.272 -0.596
H 3.308 -1.880 -0.668
F 0.043 -1.370 0.189
Cl -2.183 -0.045 -0.371
*
```

Results
**HOMO**: -9.23 eV
**SMILES**: C#C/C=C\[C@H](F)Cl
**Energy relative to the best compared isomer or geometry (same formula, charge and spin)**: 94.2 kcal/mol
**E_LUMO**: -0.067 eV
**Frontier orbital gap**: 9.165 eV